Molecular formula: C18H27Cl2N2O4V
Method: DFT, ωB97M-V with the def2-TZVPD basis set

Atoms and positions in Å:
V -1.50010 -1.05448 0.21418
Cl -2.20899 -2.57468 1.73855
Cl -0.87459 -2.40417 -1.48318
O -2.09708 0.58554 -1.57141
O -2.23817 0.43602 1.41020
O 0.15950 0.30413 -0.32114
O -4.40445 -1.39525 -0.65457
N -0.57787 0.68232 -3.28445
N -2.52049 2.59744 2.08214
C 2.37634 -0.56890 -0.32206
C 3.66774 -0.37273 0.18088
C 0.62057 -1.06995 1.60791
C 0.90770 -3.35365 2.62266
C 4.77244 -0.83342 -0.53885
C 3.29504 -1.59005 -2.31164
C 0.73722 1.10832 -3.73238
C -1.39160 -0.03645 -4.24958
C -1.07903 1.08152 -2.10103
C 2.19568 -1.18356 -1.56254
C 0.94980 -2.37506 1.49918
C -3.29775 -1.27267 -0.32814
C -2.05803 1.68293 1.22901
C 1.18495 -0.04138 0.50560
C -2.18877 4.00807 1.93836
C 0.11702 -0.40846 2.86412
C 4.58227 -1.43098 -1.79759
C -3.38890 2.22449 3.18915
H 1.93179 -3.60440 2.93537
H 0.36086 -3.00043 3.49652
H -0.96838 -0.55903 3.02153
H -1.51153 4.12179 1.08662
H -0.94787 -1.01789 -4.45983
H -2.40538 -0.16818 -3.85925
H -4.42758 2.51034 2.97085
H 3.12363 -2.05320 -3.29584
H 0.43572 -4.27567 2.27580
H 0.63701 1.80822 -4.57784
H -0.53626 1.93843 -1.66231
H -1.49551 2.04954 0.36035
H -1.42175 0.53511 -5.18841
H 1.56770 0.84322 1.06874
H 0.65493 -0.82317 3.74134
H 1.17546 -1.36405 -1.91123
H 1.32401 0.24187 -4.06506
H 0.30348 0.67548 2.81931
H -3.06469 2.76802 4.08191
H 5.76691 -0.72060 -0.10893
H 3.77314 0.10750 1.15206
H -3.09800 4.60272 1.77283
H 1.41481 -2.70747 0.57246
H 1.25474 1.60193 -2.90450
H -1.69556 4.36300 2.85355
H -3.34019 1.14717 3.36435
H 5.44805 -1.76518 -2.36377

Cartesian forces, eV/Å:
V 4.43 0.94 0.06
Cl -0.44 -0.29 0.11
Cl -0.38 -0.56 -0.26
O 0.47 0.82 -0.63
O -0.06 2.30 -0.28
O -1.97 -0.36 0.61
O 3.86 0.35 1.16
N -0.36 0.33 0.17
N 0.12 -0.45 -0.37
C 0.06 0.26 0.57
C -0.15 -0.50 -0.48
C 2.03 0.70 -0.81
C -0.38 -0.39 -0.19
C -0.35 -0.01 -0.16
C 0.07 -0.14 -0.05
C -0.24 0.36 -0.10
C 0.12 -0.43 0.04
C -0.33 -0.28 -0.29
C -0.20 0.14 0.18
C 0.15 0.99 0.46
C -6.90 -0.55 -2.16
C -0.20 -1.32 0.47
C 0.04 -1.20 0.27
C -0.09 -0.06 -0.11
C -0.11 -0.22 0.72
C 0.12 0.20 0.35
C -0.10 0.04 0.20
H -0.13 0.08 -0.17
H 0.00 0.04 -0.14
H 0.68 0.01 0.09
H -0.14 0.09 0.19
H -0.19 0.12 0.06
H 0.32 0.01 -0.04
H 0.24 -0.07 0.01
H 0.23 0.19 0.53
H 0.03 -0.08 0.15
H 0.11 -0.16 0.17
H -0.18 -0.43 -0.10
H -0.03 -0.18 0.32
H -0.02 -0.06 0.20
H -0.08 -0.39 0.02
H -0.32 0.35 -0.32
H 0.53 0.26 0.05
H -0.14 0.19 0.20
H -0.05 -0.33 0.06
H -0.05 -0.16 -0.07
H -0.14 -0.03 -0.25
H 0.15 -0.05 -0.14
H 0.24 -0.13 0.01
H -0.08 0.02 0.13
H -0.01 -0.17 -0.17
H -0.08 -0.07 -0.26
H 0.05 0.25 -0.09
H -0.14 0.03 0.06

Output
* highest occupied orbital energy (alpha / beta): -8.07 / -8.21 eV
* spin multiplicity: 3
* calculated total energy: -2977.00623 Ha
* total charge: 0
* LUMO energy (alpha / beta): -0.351 / -0.032 eV
* gap between HOMO and LUMO (alpha / beta): 7.7238 / 8.1753 eV
* energy above the lowest of the compared OMol25 structures with the same formula, charge and spin: 0.0000 eV

Löwdin atomic charge list, values in e, 2 entries: number 1, V, carries 0.340; number 2, Cl, carries 0.232